24
Properties=species:S:1:pos:R:3:forces:R:3 method="wB97M-V/def2-TZVPD" homo_energy_ev=-12.76 multiplicity=1 e_lumo_ev=-3.69 total_charge=+1 smiles="COC(=O)[C@@H]1CCC(=C=O)[N@H+]1C"
C 2.560 0.663 -2.788 -0.17 -0.85 1.18
O 1.246 0.618 -2.178 0.52 -0.04 0.61
C 1.278 0.184 -0.930 -0.13 -1.14 -0.67
O 2.214 -0.226 -0.289 -0.01 0.36 0.08
C -0.119 0.073 -0.458 -2.58 -1.68 0.03
C -0.790 1.384 -0.126 0.42 1.21 0.58
C -1.830 1.062 1.066 1.61 1.54 -2.35
C -1.027 0.018 1.694 -1.17 -0.39 7.97
C -1.354 -0.290 3.151 1.71 1.37 -3.28
O -1.511 -0.241 4.305 0.17 -0.40 -2.68
N -0.173 -0.751 0.843 1.94 -1.41 0.58
C -0.745 -2.160 0.756 1.52 0.83 -2.99
H 2.664 -0.188 -3.426 0.02 -0.40 -0.54
H 3.270 0.602 -1.979 0.48 0.15 -0.12
H 2.589 1.573 -3.281 0.31 1.54 -1.13
H -0.780 -0.480 -1.240 1.33 0.68 1.37
H -1.073 1.795 -1.107 -0.80 0.07 0.69
H -0.020 2.082 0.245 -0.32 -0.21 0.11
H -2.669 0.672 0.584 -1.83 -0.58 -0.64
H -2.132 1.947 1.656 0.52 -0.57 -0.17
H 0.886 -0.900 1.223 -2.60 0.96 -1.26
H -0.350 -2.703 -0.128 -0.43 0.52 0.34
H -0.346 -2.611 1.571 0.92 -1.66 2.60
H -1.789 -2.122 0.836 -1.41 0.12 -0.29


23
Properties=species:S:1:pos:R:3:forces:R:3 method="wB97M-V/def2-TZVPD" homo_energy_ev="-6.51 / -8.76" multiplicity=1 e_lumo_ev="-0.39 / 0.34"
C -3.353 0.242 0.371 0.37 0.48 -0.69
C -2.633 -0.935 0.375 -0.42 -2.17 2.08
C -2.802 1.318 -0.332 2.76 -1.53 1.35
C -1.335 -1.056 -0.142 -1.37 0.89 -0.24
C -1.417 1.297 -0.687 -0.77 0.17 -0.39
C -0.774 0.075 -0.670 -0.20 0.82 0.10
C 2.409 -0.593 1.196 -0.45 -0.34 -1.16
C 1.877 -1.271 -1.113 0.77 0.17 0.11
N 2.360 -0.229 -0.201 0.14 0.22 -0.94
O 2.054 2.342 0.432 0.01 -0.40 -0.40
P 2.275 1.341 -0.906 -0.41 -0.65 1.00
H -4.231 0.454 0.989 0.09 -0.61 -0.54
H -2.982 -1.838 1.007 0.29 1.53 -1.24
H -3.235 2.225 -0.142 -1.21 2.41 -0.23
H -0.907 -2.016 -0.090 0.84 -0.87 -0.04
H -0.858 2.232 -0.900 -0.70 -0.74 -0.18
H 1.579 -1.250 1.435 -0.31 -0.06 0.11
H 3.314 -1.136 1.394 0.63 -0.05 0.46
H 2.288 0.306 1.726 0.22 0.97 1.25
H 2.464 -1.331 -2.052 -0.26 -0.38 0.66
H 1.626 -2.218 -0.626 1.27 -0.15 0.12
H 0.892 -0.988 -1.330 -1.59 0.69 -1.22
H 1.388 3.029 0.265 0.28 -0.39 0.00


Short version: electronic energy = -16113.46928 -21312.63931 eV, in the order given.
Short version: ΔE to the lowest compared entry with this formula, charge and spin = 41.9 83.0 kcal/mol, in the order given.